{
  "formula": "C28H77N7O7",
  "method": "wB97M-V/def2-TZVPD",
  "symbols": ["C", "H", "H", "H", "H", "H", "H", "H", "H", "C", "O", "H", "H", "H", "H", "C", "H", "H", "H", "H", "C", "H", "N", "H", "H", "C", "H", "C", "C", "H", "H", "H", "H", "H", "O", "N", "H", "C", "C", "N", "C", "C", "H", "H", "H", "C", "H", "H", "H", "C", "O", "H", "C", "N", "H", "H", "H", "C", "C", "C", "H", "H", "N", "H", "H", "O", "N", "C", "H", "C", "C", "H", "O", "H", "C", "H", "C", "H", "H", "H", "H", "H", "H", "H", "H", "H", "H", "C", "H", "C", "H", "H", "N", "H", "H", "H", "H", "H", "O", "H", "H", "H", "H", "H", "H", "H", "C", "H", "H", "H", "H", "H", "H", "H", "O", "C", "C", "C", "H"],
  "xyz": [[11.196, 17.160, -19.999], [12.792, 16.988, 0.491], [7.800, 10.965, -18.127], [16.490, 17.854, -20.171], [12.245, 16.400, -22.590], [7.747, 19.848, -11.208], [17.212, 17.235, -6.048], [5.088, 11.666, -13.146], [6.701, 9.565, -18.484], [18.622, 15.194, -9.138], [6.152, 10.852, -16.794], [6.760, 24.165, -11.405], [7.254, 21.964, -11.764], [12.812, 16.229, -1.774], [12.281, 18.637, 0.077], [10.561, 16.288, -21.105], [7.792, 25.244, -12.532], [17.056, 20.769, -21.089], [14.072, 15.187, -13.349], [12.017, 17.677, -20.495], [17.407, 18.001, -19.601], [11.048, 16.591, -8.558], [9.726, 17.158, -21.986], [9.117, 16.940, -17.878], [9.254, 21.695, -10.348], [9.191, 15.143, -2.580], [11.882, 13.976, -10.747], [7.421, 24.254, -12.267], [17.852, 16.681, -5.362], [12.143, 13.343, -13.084], [8.468, 16.705, -19.365], [7.016, 8.662, -13.667], [9.978, 17.642, -1.775], [11.620, 16.593, -19.170], [17.950, 19.225, -20.005], [12.563, 18.175, -2.629], [17.311, 16.315, -4.490], [12.306, 15.324, -12.297], [18.482, 18.071, -17.337], [13.702, 15.204, -12.409], [10.605, 21.181, -11.898], [11.657, 15.646, -22.066], [16.555, 13.601, -9.116], [9.278, 16.706, -22.771], [9.833, 15.575, -20.717], [11.815, 15.818, -8.614], [9.039, 19.544, -10.298], [19.000, 14.709, -10.039], [17.178, 15.905, -18.412], [17.200, 17.873, -18.089], [18.304, 15.488, -6.037], [17.006, 12.379, -8.224], [11.779, 15.050, -10.905], [17.384, 13.132, -8.781], [18.033, 17.235, -20.058], [10.514, 20.593, -12.812], [13.894, 17.899, -0.261], [17.017, 20.377, -20.073], [8.915, 17.512, -18.784], [11.691, 14.328, -13.191], [16.701, 15.520, -7.253], [9.163, 14.579, -1.648], [16.676, 16.561, -17.831], [19.101, 13.777, -7.691], [11.792, 14.674, -14.219], [8.526, 23.429, -12.109], [8.752, 19.941, -11.181], [5.791, 10.138, -14.477], [19.284, 17.567, -17.877], [10.704, 16.833, -1.705], [5.495, 11.592, -14.154], [10.606, 14.220, -13.171], [10.448, 15.846, -2.705], [13.991, 16.037, -11.917], [9.215, 21.306, -11.365], [10.505, 16.327, -0.761], [17.404, 14.784, -6.861], [12.035, 16.254, -12.795], [10.962, 22.177, -12.156], [19.536, 15.606, -8.710], [7.635, 10.241, -15.487], [16.381, 18.512, -17.761], [8.169, 21.627, -13.252], [10.705, 15.226, -10.835], [18.756, 17.241, -5.120], [17.883, 15.972, -9.330], [6.748, 23.848, -13.023], [8.221, 22.068, -12.257], [6.044, 9.245, -12.573], [18.148, 14.141, -8.073], [12.583, 16.041, -7.873], [8.947, 17.370, -21.380], [6.546, 9.517, -13.406], [6.326, 12.255, -14.396], [11.790, 18.822, -2.573], [15.716, 16.439, -18.121], [11.414, 14.822, -8.424], [16.026, 19.941, -19.940], [12.407, 15.868, -9.903], [11.368, 20.786, -11.227], [9.088, 14.409, -3.379], [18.692, 19.129, -17.177], [4.796, 9.798, -14.761], [12.423, 15.160, -21.462], [6.557, 9.002, -16.194], [8.243, 18.329, -18.522], [12.814, 17.757, -0.281], [12.432, 17.650, -3.482], [4.712, 11.950, -14.824], [6.329, 11.282, -18.796], [18.355, 17.670, -16.332], [8.363, 15.848, -2.658], [11.256, 14.996, -22.844], [16.947, 14.127, -6.121], [10.121, 17.933, -19.408], [6.607, 9.999, -15.758], [6.781, 10.580, -18.095], [12.268, 17.166, -1.656], [17.122, 21.192, -19.357]],
  "atomic_forces_ev_per_a": [[-2.61, -1.76, 0.28], [-0.82, -0.14, 0.28], [0.47, -0.60, 0.51], [-0.75, -0.06, 0.32], [-0.43, 0.52, 0.02], [-0.16, 0.13, 0.02], [-0.13, 0.31, 0.21], [0.41, 0.25, 0.10], [-0.08, -0.13, 0.44], [0.45, -0.49, 1.39], [0.31, -0.22, -1.33], [0.20, 0.74, 0.67], [-0.44, -0.56, -0.14], [-0.10, 0.06, -0.59], [0.09, 0.04, -0.17], [0.65, -0.36, -2.65], [-0.46, 0.03, 0.32], [0.21, 0.07, 0.07], [-0.26, 0.21, -0.06], [-0.57, 1.24, 0.43], [-0.62, 0.93, -0.53], [-0.33, -0.13, 0.20], [0.06, 0.70, 1.09], [0.30, 0.29, 0.62], [-0.17, 1.14, -0.22], [0.89, 0.63, 0.04], [0.53, -0.20, 0.48], [-0.70, -0.48, -0.43], [0.14, -1.77, -0.95], [0.02, -0.05, -0.02], [-0.79, 0.37, -0.51], [0.09, -0.03, -0.49], [0.41, 0.60, -0.22], [0.24, -0.56, -0.22], [0.15, 2.40, -0.03], [0.52, -0.61, -1.19], [-0.16, 0.67, 0.30], [-1.69, 0.13, -0.91], [-0.16, 0.49, 0.67], [1.79, 0.06, 1.52], [0.50, 1.25, -1.05], [-0.23, 0.50, 1.45], [-0.22, 0.05, -0.50], [0.49, -0.66, -0.12], [0.74, -0.70, 0.48], [0.24, 0.00, -0.67], [0.22, 0.07, -0.02], [-0.62, -0.17, -0.08], [0.28, -0.45, 0.13], [-0.72, -0.25, -1.04], [1.66, 0.99, -0.15], [0.33, -0.10, 0.51], [-0.10, 1.05, 0.79], [-0.42, -0.02, -0.06], [0.59, -0.21, 0.64], [0.44, -0.14, 0.01], [-0.06, 0.62, -0.94], [-0.06, -2.10, -0.49], [1.54, -2.26, -0.15], [-1.13, -1.23, -1.82], [-0.63, -0.16, -0.15], [-0.11, 0.18, 0.28], [-0.15, -1.57, 0.24], [-0.22, -0.70, 0.15], [0.57, -0.23, -0.25], [1.14, -0.10, -0.89], [-0.89, -1.29, -0.41], [-0.43, 0.70, -0.88], [0.22, 0.12, 0.26], [1.01, -2.04, 1.38], [-0.19, 0.39, -0.64], [-0.14, 0.03, 0.76], [-0.18, -0.21, -0.66], [1.22, -0.06, -0.12], [-0.13, -1.11, 1.09], [-0.25, 0.08, 0.51], [0.48, 0.86, 0.16], [-0.74, 0.79, 1.02], [0.14, 0.13, -0.21], [-0.21, 0.70, 0.05], [0.40, -0.02, -0.13], [0.35, 0.69, -0.01], [0.19, 0.47, -0.41], [-0.27, 0.21, -0.40], [-0.26, 0.02, 0.19], [0.06, -0.04, -0.19], [0.16, 0.30, -0.81], [0.40, -0.22, 2.35], [-0.52, 0.48, -0.05], [0.39, 0.72, -0.02], [0.03, -0.03, -0.07], [-0.28, 0.77, -0.15], [0.23, -0.57, 0.26], [0.28, -0.01, 0.72], [0.05, 0.40, -0.24], [-0.21, 0.34, 0.01], [-0.19, 0.00, 0.19], [-0.27, 0.25, 0.03], [0.45, -0.54, -0.60], [-0.42, -0.39, 0.14], [0.35, 0.25, -0.17], [0.31, 0.01, -0.44], [-0.21, -1.16, 0.56], [-0.18, -0.63, -0.03], [0.14, -0.53, 0.55], [0.37, 0.14, -0.58], [-0.67, -1.63, 0.04], [0.04, 0.58, -0.88], [-0.17, -0.11, -0.04], [-0.64, -0.29, 0.04], [0.16, -0.29, -0.08], [-0.17, 0.00, 0.19], [-0.14, -0.19, 0.36], [-0.67, -0.87, -0.86], [0.86, 2.59, -0.31], [0.38, 0.17, -0.52], [-0.47, 1.68, 0.91], [-1.01, 1.19, 2.32], [0.66, -0.37, 0.25]],
  "homo_energy_ev": -8.9758,
  "e_above_lowest_ev": 5.7477,
  "orbital_gap_ha": 0.3419,
  "energy_ha": -2022.6602
}